No. 1
43
Properties=species:S:1:pos:R:3:mulliken_charge:R:1 method="wB97M-V/def2-TZVPD" gap_ev=7.8605 lumo_ev=2.939 spin_multiplicity=1 largest_force_ev_per_a=1.9 charge=-1
O -1.19145 1.05684 -2.53622 -0.70
O -2.86323 0.47135 -0.37700 -0.72
O 0.86072 0.65478 -1.04360 -0.49
O -2.49517 2.96288 -1.01618 -0.64
O -2.67188 2.87792 2.02313 -0.65
O 2.22539 1.21434 -3.37321 -0.71
O 0.46556 0.48782 4.55056 -0.72
O 2.67783 -1.72941 -1.44445 -0.71
N 0.35904 0.21377 1.56974 -0.19
C 0.17300 -3.56331 -0.74809 -1.30
C 0.37213 -1.27226 1.57555 -0.29
C 1.89492 1.11276 -0.22472 -0.65
C -0.63395 -2.25686 -0.53070 0.76
C -0.86744 -1.86814 0.89499 -1.08
C 1.69830 0.72721 1.26102 -0.76
H 1.28214 -1.63957 1.09118 0.41
H -0.46410 0.78300 -1.87170 0.33
H 2.44432 0.00474 1.58635 0.41
H -1.60684 -1.05840 0.88953 0.31
H 1.88515 2.11610 -3.27181 0.29
H -3.31023 1.23863 -0.76232 0.40
H 2.71697 -2.04472 -2.35076 0.26
H -1.52787 -2.32251 -1.15376 0.46
H -0.23621 -4.08884 -1.60504 0.35
H 1.24026 -3.36762 -0.86824 0.37
H 0.16984 0.28984 3.64325 0.45
H 1.82761 1.64677 1.84821 0.34
H -2.28543 2.12485 2.48395 0.32
H -0.04648 -1.47180 -1.01651 -0.55
H -1.74532 2.45343 -0.65953 0.40
H -1.34111 -2.57651 1.57394 0.41
H -2.56141 3.88705 -0.75454 0.27
H 1.82898 -1.29847 -1.31628 0.07
H 2.88427 0.77076 -0.58928 0.19
H 1.23474 1.04236 4.37976 0.29
H 0.11900 -4.21223 0.13177 0.28
H -2.06589 0.20801 -0.84484 0.16
H -0.97488 2.00020 -2.60392 0.33
H 1.58476 0.78067 -2.74554 0.31
H 0.40218 -1.61289 2.61552 0.43
H -3.28810 2.67038 1.32280 0.31
H -0.21526 0.40299 0.75255 -0.12
H 2.04514 2.18409 -0.48556 0.39


No. 2
46
Properties=species:S:1:pos:R:3:mulliken_charge:R:1 method="wB97M-V/def2-TZVPD" gap_ev=9.3359 lumo_ev=-2.751 spin_multiplicity=1 largest_force_ev_per_a=3.7 charge=+1
O -2.98725 -2.68239 -0.11982 -0.71
O 0.62707 2.49597 -1.88632 -0.66
O 2.40519 0.73150 -2.78441 -0.63
O 1.46477 3.22272 0.58085 -0.66
O -0.30208 -3.10312 0.15118 -0.73
O -1.32609 -2.22642 -2.17927 -0.65
O 0.39740 2.65121 2.96377 -0.65
O 1.84924 -2.19315 1.47043 -0.59
O -1.12741 0.29452 -3.04246 -0.62
N 2.27652 -0.44665 -0.52993 0.18
N 1.05579 0.49523 1.07345 0.60
C -1.87404 0.49633 1.48734 -0.76
C -1.29653 0.36567 0.10109 -0.03
C -1.53348 -0.69758 2.39216 -0.86
C 0.18493 0.11639 0.06823 0.85
C 2.32958 0.13552 0.70538 -0.70
C 0.93982 -0.47412 -0.94659 -1.31
H -2.59562 -2.53959 -0.98673 0.45
H 0.75587 1.00052 1.92720 0.23
H -0.36550 -4.06011 0.02405 0.27
H -1.27197 -1.62037 1.83311 0.04
H 1.84189 4.10840 0.56552 0.29
H -1.82295 -0.53920 -0.45459 0.15
H 0.84858 2.64888 -0.91304 0.36
H -2.96926 0.56168 1.37234 0.52
H 1.82764 1.43453 -2.49987 0.39
H 1.02147 3.13773 1.46184 0.35
H 3.23953 0.26496 1.28337 0.41
H 0.95154 2.86129 3.80740 0.29
H 2.60599 0.81805 -3.71330 0.32
H -1.40529 -2.82228 -2.95888 0.28
H -0.50998 -2.72750 -0.72689 0.32
H -0.50010 2.91233 3.16450 0.30
H -1.26667 -1.30012 -2.48241 0.27
H -0.56071 0.96137 -2.62933 0.22
H 1.04248 -2.49075 1.03949 0.35
H -2.25540 -2.73715 0.49789 0.34
H -1.56916 1.41796 1.97723 0.05
H 3.06490 -0.71432 -1.08346 0.25
H -1.52170 1.31569 -0.50687 0.30
H 0.67185 -0.87975 -1.88604 0.57
H 1.99619 -2.82745 2.10352 0.36
H -0.70987 -0.53150 3.03001 0.35
H -2.38367 -1.02181 3.01673 0.34
H -1.84018 0.78003 -3.49215 0.28
H 0.59668 3.40685 -2.27574 0.29


No. 3
44
Properties=species:S:1:pos:R:3:mulliken_charge:R:1 method="wB97M-V/def2-TZVPD" gap_ev="9.3271 / 4.3112" lumo_ev="-0.682 / -5.696" spin_multiplicity=2 largest_force_ev_per_a=3.3
O -1.32806 3.12494 2.03940 -0.68
O 1.68872 -0.65463 1.43293 -0.53
O -1.12250 1.57162 -1.77282 -0.67
O 1.49616 1.91998 1.79449 -0.59
O 3.12353 2.53646 -1.38153 -0.62
O 3.87053 -2.30086 -0.67676 -0.70
O 2.27564 -1.47603 -2.53441 -0.64
O -2.76066 2.88860 -0.19769 -0.72
O 1.25413 1.03677 -2.20507 -0.77
C -0.95847 -1.12657 0.73244 1.43
C 0.93973 -1.30466 2.44135 -0.69
C -0.82514 -2.63957 0.39999 -1.67
C -0.56053 -1.01133 2.24215 -0.96
C -2.27393 -0.44059 0.38966 0.05
C -2.78572 -0.73658 -1.00875 -1.43
H -0.81565 0.02360 2.45909 0.38
H -0.01376 -3.07503 -0.14914 0.30
H 1.38758 -0.86228 3.34100 0.43
H 2.73522 -1.38971 -3.38396 0.33
H 3.59691 -1.77474 0.08967 0.32
H -0.13108 1.33598 -1.82129 0.38
H 1.03063 -2.40056 2.41083 0.31
H -1.10451 -3.31611 1.19904 0.37
H -2.13780 0.58374 0.75795 -0.28
H 3.50667 1.94417 -0.71502 0.32
H 2.30156 2.11866 -1.72584 0.45
H -2.22791 2.17923 -0.62838 0.43
H -0.55735 2.55737 2.06721 0.31
H -2.94099 -0.84084 1.19215 0.39
H 1.79245 2.56071 1.14408 0.30
H -1.77902 -2.88724 -0.11568 0.53
H -2.02920 2.86032 1.40086 0.41
H -0.24397 -0.52281 0.06674 -0.48
H -1.52865 1.06711 -2.49387 0.32
H 1.54763 -0.96470 0.53623 0.19
H -2.38672 3.71179 -0.53021 0.33
H -3.80550 -1.10352 -1.04311 0.32
H -2.86299 0.19269 -1.55252 0.36
H 1.84780 1.02788 1.53666 0.37
H 1.89277 -0.58668 -2.39675 0.44
H -2.23354 -1.55161 -1.56559 0.36
H 3.21930 -1.99314 -1.38150 0.43
H -1.25348 -1.70092 2.71000 0.56
H 1.16014 1.41906 -3.10407 0.33


No. 4
13
Properties=species:S:1:pos:R:3:mulliken_charge:R:1 method="wB97M-V/def2-TZVPD" gap_ev=5.8719 lumo_ev=-6.556 spin_multiplicity=1 largest_force_ev_per_a=4.9 charge=+1
I 4.17320 0.51635 -1.37548 0.44
I -4.16599 -0.55808 -0.04516 0.20
N 2.06123 0.29261 0.75140 -0.26
N -0.21665 0.00464 -1.09829 0.26
N -1.35919 -0.18043 -0.78668 -0.51
C -2.04549 -0.26579 0.30043 0.11
C 2.44185 0.47670 -0.40360 -0.01
C -0.16629 -0.19341 1.72051 -0.41
C 0.88967 0.12081 1.21409 0.75
C 0.79949 0.20156 -1.73953 -0.18
C -1.55591 -0.19548 1.61036 -0.40
H 1.29024 -0.16026 -2.54577 0.48
H -2.14616 -0.05921 2.39772 0.52


No. 5
14
Properties=species:S:1:pos:R:3:mulliken_charge:R:1 method="wB97M-V/def2-TZVPD" gap_ev="7.2688 / 7.4717" lumo_ev="-2.243 / -2.132" spin_multiplicity=1 largest_force_ev_per_a=2.9
O 0.25068 -1.56242 -1.52852 -0.41
O 1.02400 1.29068 1.14977 -0.44
N 1.69586 -1.30048 1.49930 -0.40
N -2.60004 -1.11054 0.30859 -0.44
N 1.12348 1.09415 -2.19117 -0.44
N -2.30292 1.52413 0.69695 -0.43
C 0.60699 1.29579 -1.19570 0.49
C -0.10156 -1.28049 -0.27838 0.18
C -1.48289 -1.31825 0.01406 0.26
C 0.85270 -1.40544 0.74263 0.45
C -1.21357 1.57374 0.34729 0.34
C 0.15327 1.34786 0.09619 0.13
H 1.13453 -1.85246 -1.64116 0.36
H 0.85946 1.70372 1.98016 0.34


No. 6
13
Properties=species:S:1:pos:R:3:mulliken_charge:R:1 method="wB97M-V/def2-TZVPD" gap_ev=7.4067 lumo_ev=2.830 spin_multiplicity=1 largest_force_ev_per_a=3.3 charge=-1
S 1.41302 -0.25854 2.40512 -0.22
S -1.94319 -1.41500 0.36414 0.03
O -1.90858 1.07981 -2.31542 -0.65
O -1.96595 -1.15093 -2.58303 -0.71
N -0.94844 -1.30864 1.65965 -0.61
C 0.04747 -0.55501 1.39393 0.31
C 2.12181 0.72064 1.09431 -0.27
C -1.70454 -0.06541 -2.00322 0.30
C 1.36762 0.74693 0.00327 -1.07
C 0.12235 0.03252 0.09284 0.13
C -1.00968 -0.32834 -0.66254 0.75
H 2.97242 1.17337 1.38297 0.54
H 1.43570 1.32859 -0.83203 0.46